87
Properties=species:S:1:pos:R:3:forces:R:3:lowdin_charge:R:1 method="wB97M-V/def2-TZVPD" e_homo_ev="-5.0 / -5.0" spin_multiplicity=2 total_charge=-1 e_above_lowest_kj_mol=23.3 orbital_gap_ev="5.90 / 5.59"
Ir 0.20938 0.48321 1.50627 0.026 -0.149 0.073 0.256
Se 2.11764 -0.70066 2.24886 0.049 0.019 0.032 0.391
P 3.80546 0.08916 0.99187 0.033 0.002 -0.001 0.177
Se 3.71866 -0.16537 -1.09608 -0.013 -0.007 -0.005 0.267
C 5.13504 -0.89086 1.77420 -0.004 -0.012 0.004 -0.412
C 5.53098 -0.64064 3.08718 -0.005 -0.007 -0.004 -0.091
C 6.50963 -1.42378 3.67879 -0.012 0.010 0.006 -0.081
C 7.09318 -2.46321 2.96734 0.008 0.000 -0.004 -0.091
C 6.69797 -2.71712 1.66251 -0.003 0.002 -0.001 -0.083
C 5.72076 -1.93358 1.06560 0.003 0.001 0.001 -0.111
C 4.11315 1.81231 1.49495 -0.023 -0.001 -0.045 -0.413
C 4.70401 2.68309 0.58289 -0.003 0.023 0.018 -0.114
C 4.97262 3.99245 0.94964 0.002 -0.009 0.013 -0.081
C 4.64562 4.44131 2.22258 0.014 -0.005 -0.011 -0.083
C 4.04682 3.58002 3.12919 -0.019 -0.002 -0.005 -0.082
C 3.77689 2.26877 2.76571 0.003 -0.011 0.035 -0.177
H 5.07819 0.16496 3.65028 0.012 -0.011 -0.006 0.094
H 6.81251 -1.22347 4.69846 0.000 0.000 0.000 0.103
H 7.85575 -3.07558 3.43208 -0.001 0.000 0.002 0.099
H 7.14922 -3.52822 1.10539 0.001 0.000 -0.001 0.101
H 5.40648 -2.11655 0.04570 0.001 0.000 0.000 0.053
H 4.93067 2.32913 -0.41479 0.001 -0.003 0.002 0.060
H 5.42854 4.66665 0.23572 -0.002 0.002 -0.002 0.100
H 4.84538 5.46792 2.50326 -0.002 0.000 -0.001 0.100
H 3.76324 3.92934 4.11355 0.000 0.000 -0.002 0.109
H 3.27743 1.60776 3.46388 -0.010 0.012 -0.003 0.055
Se -0.91307 1.41006 6.80804 0.014 -0.001 0.032 -0.197
Sb -1.42217 1.38064 4.48743 -0.002 0.005 -0.056 -0.231
Se 0.36208 2.37811 2.89866 -0.021 -0.027 -0.023 0.104
Se -0.93368 -0.79526 3.26057 -0.045 -0.017 0.054 0.051
Se -3.38416 2.43922 3.55612 0.001 -0.011 -0.012 -0.141
C -0.57518 2.91792 -3.16369 0.014 0.013 0.015 -0.023
N -1.24117 3.11902 -1.89185 -0.001 -0.005 -0.050 -0.082
C -0.77856 2.71216 -0.68609 0.056 -0.010 0.035 -0.637
Se 0.92188 1.95453 -0.45472 -0.050 0.086 -0.069 0.640
N -1.76547 2.90538 0.20814 0.003 -0.036 0.008 0.127
C -2.89656 3.39943 -0.42518 0.018 0.016 0.009 -0.178
C -4.16240 3.70776 0.04747 0.007 -0.001 -0.010 -0.004
C -5.08188 4.14712 -0.89044 0.003 0.004 -0.013 -0.080
C -4.74989 4.27280 -2.24401 -0.012 0.000 0.010 -0.090
C -3.48138 3.96802 -2.70991 0.015 0.005 0.011 -0.013
C -2.56209 3.53316 -1.76769 0.000 0.019 0.010 -0.180
H 0.49297 2.82040 -2.99625 -0.002 0.001 -0.004 0.052
H -0.76623 3.77737 -3.80390 0.001 0.003 -0.003 0.092
H -0.94581 2.00778 -3.63945 0.003 0.002 -0.002 0.101
H -1.70135 2.72944 1.21168 0.008 0.039 -0.007 0.014
H -4.40621 3.59125 1.09386 0.003 -0.012 0.007 0.054
H -6.08514 4.39221 -0.56825 -0.001 0.000 -0.003 0.102
H -5.50289 4.60944 -2.94438 -0.002 0.001 0.002 0.099
H -3.22842 4.05166 -3.75800 -0.001 -0.002 -0.001 0.107
C -3.70194 -0.19884 0.46229 0.023 -0.023 0.031 -0.098
C -3.24239 -0.88814 -0.82640 -0.012 0.031 0.018 -0.577
C -3.07315 0.18548 -1.91140 0.042 -0.019 -0.010 -0.081
C -4.31715 -1.88245 -1.27653 0.001 0.021 0.000 -0.086
Si -1.54601 -1.72985 -0.60843 0.027 -0.138 0.051 0.477
O -0.51626 -0.74025 0.13545 -0.087 0.246 -0.095 -0.576
C -1.68802 -3.40802 0.24467 -0.027 0.018 0.010 -0.200
C -2.48406 -3.59784 1.37934 0.023 -0.008 -0.015 -0.117
C -2.54358 -4.82302 2.02674 0.001 0.002 0.006 -0.088
C -1.80013 -5.89559 1.55337 -0.003 -0.001 0.000 -0.102
C -0.99736 -5.73148 0.43495 0.005 0.006 -0.002 -0.095
C -0.94461 -4.50083 -0.20780 0.009 -0.001 -0.009 -0.090
C -0.84246 -2.03468 -2.33328 0.008 -0.022 -0.009 -0.217
C -1.38057 -2.96229 -3.23054 0.002 0.002 0.006 -0.109
C -0.87448 -3.10420 -4.51515 0.011 -0.003 -0.003 -0.099
C 0.19581 -2.32091 -4.92875 -0.010 0.008 -0.004 -0.106
C 0.75441 -1.40435 -4.04971 -0.003 0.003 0.009 -0.087
C 0.23852 -1.26392 -2.76668 0.003 0.007 -0.005 -0.091
H -4.60997 0.38589 0.27122 -0.009 0.001 -0.009 0.085
H -2.95438 0.48503 0.86849 -0.001 -0.014 -0.015 0.027
H -3.93447 -0.90828 1.25747 0.010 0.002 0.016 0.068
H -3.96600 0.81974 -1.96328 -0.015 -0.001 -0.003 0.087
H -2.90876 -0.26063 -2.89541 0.001 0.009 -0.001 0.082
H -2.21269 0.82626 -1.69640 -0.048 -0.057 -0.002 0.060
H -5.26712 -1.35654 -1.43113 -0.002 -0.002 -0.002 0.083
H -4.48477 -2.66372 -0.53234 0.003 0.004 0.000 0.073
H -4.05440 -2.36562 -2.22081 0.008 -0.008 -0.008 0.065
H -3.05045 -2.76953 1.78512 -0.014 0.017 0.007 0.072
H -3.16160 -4.93639 2.90903 0.000 0.000 -0.001 0.100
H -1.84037 -6.85199 2.06061 -0.001 0.000 -0.002 0.095
H -0.40505 -6.55978 0.06473 0.000 0.002 0.000 0.096
H -0.30379 -4.38914 -1.07511 -0.004 0.002 -0.001 0.097
H -2.20163 -3.60009 -2.91958 -0.011 0.002 0.006 0.098
H -1.30825 -3.83165 -5.19115 0.000 0.000 -0.001 0.094
H 0.59717 -2.43317 -5.92897 0.001 -0.002 0.000 0.093
H 1.60233 -0.80217 -4.35540 0.003 -0.003 -0.001 0.098
H 0.68919 -0.55367 -2.08243 0.002 -0.004 0.004 0.035